3 unconnected molecules or ions with the total composition C32H71BN8O7P2 in a non-equilibrium geometry. Source: the OMol25 dataset; level of theory: the ωB97M-V functional and the def2-TZVPD basis.

```
121
Properties=species:S:1:pos:R:3:lowdin_charge:R:1
C -1.8999 -1.6974 -1.9568 -0.1057
H -0.2930 -4.1991 -0.8357 0.1109
C 2.9848 2.1439 -0.5447 -0.1154
H -0.9974 -5.4596 -3.2025 0.1142
C -4.1268 -2.1783 3.2576 -0.0718
N -4.3612 -4.4721 -3.2073 0.1876
H 7.7316 3.2170 -3.3536 0.0885
H 5.6173 2.9179 -8.6696 0.0835
C -2.8914 0.1995 -0.4608 -0.0588
H -1.2994 1.5642 -3.7437 0.0612
C -6.2049 0.6498 9.1880 -0.1342
H -4.0756 -1.3425 10.8018 0.0699
P 5.8942 2.4923 -5.4676 0.7334
H 7.5717 4.7187 -4.2744 0.0572
H -6.9084 -0.0654 8.7536 0.0870
C -4.9592 1.1068 6.0352 -0.1343
H -1.9160 3.1205 -4.3670 0.0704
H 9.5494 2.1002 -5.4890 0.0809
H -5.0315 -4.1157 3.2458 0.1234
H -3.7764 0.1026 -1.1165 0.1258
H -5.0917 -1.7279 3.5307 0.0738
O -4.8349 -3.4750 1.2702 0.0647
H -6.6060 0.9935 10.1420 0.0820
H -3.3333 2.8097 6.8767 0.0814
H -4.1377 2.5432 8.4188 0.0742
H 2.4234 2.2266 0.4027 0.0889
H -1.3778 -2.6208 9.1549 0.0768
H -4.3834 -5.9292 0.8881 0.1273
H 3.3054 -1.6166 -0.9538 0.1213
H -1.4451 -2.0823 7.4666 0.0851
H -3.0308 1.9027 -3.6579 0.0811
H 4.0559 4.1337 -4.0816 0.0651
H 8.3872 1.1663 -6.3858 0.0696
H 6.0071 4.7732 -7.6389 0.0488
H -0.9019 2.5601 -1.7104 0.1119
C -4.0688 -4.0816 -2.2050 -0.1950
H 1.6282 0.4632 -1.6838 0.1001
O 3.4471 0.8137 -0.7770 -0.1892
O -2.1799 2.1269 0.6709 0.1701
H 4.2275 0.9593 -7.6273 0.0840
C 6.4723 2.3939 -8.2255 -0.1475
C 8.0095 3.7220 -4.2824 -0.1321
H 3.4992 -1.5611 -2.7849 0.1089
C -4.3045 -3.5747 2.6168 -0.2170
H 0.1433 -2.8685 -4.1910 0.1015
N 7.5977 2.9469 -5.4779 -0.2701
H -0.7441 -0.4049 -0.5410 0.1140
H -1.1868 0.2864 8.5547 0.0836
H 1.5889 -4.1053 -1.7439 0.1072
H -2.4995 1.9467 8.1071 0.0496
H -1.7659 -5.0896 -1.1394 0.1178
C -0.9410 -4.3798 -2.9868 -0.1707
N -4.0103 0.8414 7.1156 -0.3067
H -4.1552 -2.3379 -0.9905 0.1414
H 4.2799 5.7035 -4.8151 0.0772
C 1.4775 -1.9230 -2.0947 -0.2133
O -3.6699 -5.4229 0.4729 0.1675
C 2.8798 -1.2963 -1.9160 -0.1447
H 2.9786 0.7310 -2.8232 0.1216
P -4.2120 -0.6846 7.9103 0.7262
C -1.1908 -4.2032 -1.4689 -0.1108
C -2.0674 -2.9659 -1.0614 -0.3145
C 4.8017 4.7850 -4.5422 -0.1421
H -1.2017 -0.6011 10.0826 0.0777
N -2.7805 -1.0886 8.7874 -0.3350
H 6.9848 5.4562 -6.3301 0.0738
H -5.6927 -1.7325 10.2129 0.0841
C 5.9765 5.1217 -6.6107 -0.1347
C -1.8345 2.9668 -2.1402 -0.2083
H 0.7786 -4.4948 -4.3037 0.1044
H 6.8349 1.6719 -8.9643 0.0784
H -2.8556 -1.5399 -2.4888 0.1266
H 5.0946 -0.0535 -6.4560 0.0683
H 5.3467 6.0135 -6.6493 0.0799
N 5.4043 4.1416 -5.7087 -0.3127
C 0.3644 -3.7658 -3.5834 -0.1924
H 9.0886 3.8786 -4.2813 0.0831
H 7.2979 3.0910 -8.0839 0.0708
H 5.5420 5.0346 -3.7699 0.0624
H -1.6979 4.0561 -2.1953 0.1185
C 2.7039 0.2537 -1.8617 -0.2336
H 0.9538 -1.3556 -2.8908 0.1025
C -5.0226 -0.9126 10.4885 -0.1308
O 4.4740 1.9989 -5.2401 -0.3104
N 6.1085 1.7182 -6.9953 -0.3342
C -2.0375 2.3690 -3.5743 -0.0631
H 5.6338 -0.0039 -8.1171 0.0773
C -1.6325 -0.3702 -1.1894 -0.1632
C -3.6203 -3.3013 -1.0134 -0.0958
C 1.5058 -3.4082 -2.5937 -0.1948
H -3.3157 -4.0573 2.6360 0.1094
H 0.8585 -1.8583 -1.1839 0.1024
C -2.6494 1.7190 -0.3168 -0.5058
C 5.2169 0.6072 -7.3118 -0.1435
C -1.8417 -0.1266 9.3314 -0.1482
H -1.1315 -1.7763 -2.7345 0.0899
C -1.7100 -2.6718 0.3826 -0.1872
B -4.0556 -4.1004 0.3184 -0.6253
H -5.0501 0.2403 5.3767 0.0593
H 2.3395 2.5152 -1.3605 0.0771
H -3.0457 -0.2315 0.5343 0.1073
O -2.9705 2.5892 -1.3361 -0.0385
H -2.3428 0.6844 9.8596 0.0702
H -5.9650 1.3442 6.4080 0.0640
H -3.5939 -1.4933 2.5805 0.0518
C -3.4854 2.0739 7.6693 -0.1321
C 8.5088 1.7698 -5.4907 -0.1304
H -1.7946 -3.9476 -3.5385 0.0941
H -3.4911 -2.2802 4.1522 0.0730
O -3.8902 -1.5331 6.6941 -0.3074
H -5.4308 -0.4092 11.3672 0.0804
N -1.3806 -2.4466 1.4246 0.2465
H 2.4584 -3.5080 -3.1492 0.1025
H -1.3927 0.3716 -1.9734 0.0854
H -6.1763 1.5321 8.5504 0.0581
N -4.8579 0.0581 9.3729 -0.2704
H -2.7255 -3.1017 8.1525 0.0689
H -4.6304 1.9356 5.4068 0.0799
H 8.3455 1.1252 -4.6221 0.0848
H 3.8508 2.8279 -0.4773 0.0845
C -2.0476 -2.2770 8.3618 -0.1429
```

Lowest unoccupied orbital energy ... -0.42 eV
Gap between HOMO and LUMO ... 7.87 eV
Calculated total energy ... -2934.0614 hartree
Molecular weight ... 752.729 g mol⁻¹
Structure (SMILES) ... CCOB(O)[C@H](C#N)[C@@](C#N)(CCCCCCCOC)CCCC(=O)OCC.CN(C)P(=O)(N(C)C)N(C)C.CN(C)P(=O)(N(C)C)N(C)C